{"formula": "C4H7NO2", "method": "ωB97M-V/def2-TZVPD", "lumo_energy_ev": 0.820, "total_energy_ha": -361.830257, "smiles": "[H]/N=C(\\C)OCC=O", "multiplicity": 1, "homo_lumo_gap_ev": 10.51, "elements": ["O", "O", "N", "C", "C", "C", "C", "H", "H", "H", "H", "H", "H", "H"], "xyz": [[0.01365, -0.95741, 0.21381], [3.08527, 0.76179, -0.21195], [-0.18933, 1.29748, 0.18769], [-0.73693, 0.15993, 0.07007], [-2.17645, -0.14183, -0.24305], [2.12574, 0.07766, -0.45978], [1.36091, -0.69499, 0.60157], [1.82479, -1.67786, 0.73500], [-0.86016, 2.04638, 0.04937], [1.77617, -0.09598, -1.49990], [-2.75952, 0.78003, -0.18298], [-2.59128, -0.87287, 0.45590], [-2.27104, -0.55034, -1.25381], [1.39819, -0.13200, 1.53805]], "forces_ev_per_a": [[-0.1, 0.1, 0.0], [-0.4, -0.4, -0.1], [-0.2, -0.2, 0.0], [0.0, 0.3, 0.0], [0.0, 0.0, 0.0], [0.3, 0.1, 0.1], [0.1, 0.0, 0.1], [-0.1, 0.1, 0.0], [0.0, 0.0, 0.0], [0.0, 0.1, 0.1], [0.1, -0.2, 0.0], [0.1, 0.1, -0.1], [0.1, 0.0, 0.1], [0.0, -0.1, -0.1]], "lowdin_charge": [-0.044, 0.056, 0.168, -0.493, 0.001, -0.263, -0.150, 0.137, 0.069, 0.131, 0.080, 0.087, 0.090, 0.131]}